ORCA calculation (wB97M-V/def2-TZVPD) on a 3-piece molecular cluster, C4H14NO3 overall.

Properties
HOMO-LUMO gap: 11.075 eV
charge: +1
LUMO: -0.1122 Eh
ΔE to the lowest compared entry with this formula, charge and spin: 99.0 kJ/mol
HOMO: -14.128 eV

Each line ends with the Löwdin charge.
CARTESIAN COORDINATES (ANGSTROEM)
C -1.11 1.02 -0.91  -0.115
C 0.15 1.88 -0.99  -0.158
C 1.15 1.88 0.15  -0.133
C 1.75 0.64 0.68  -0.172
O 1.34 -0.47 0.38  0.015
N -0.90 -0.48 -1.13  0.171
H -1.66 1.09 0.01  0.129
H -1.81 1.38 -1.65  0.124
H 0.64 1.63 -1.94  0.132
H -0.21 2.85 -1.33  0.131
H 2.09 2.33 -0.24  0.149
H 1.01 2.63 0.89  0.125
H 2.59 0.76 1.39  0.152
H -1.33 -0.79 -1.99  0.166
H -1.24 -0.99 -0.30  0.109
H 0.12 -0.58 -0.98  0.116
H 0.92 -1.56 1.85  -0.031
H 0.30 -1.68 3.36  0.037
O 0.77 -2.09 2.63  -0.048
H -1.55 -3.38 0.76  0.082
H -1.31 -3.32 -0.65  0.059
O -1.70 -2.76 0.02  -0.042